No. 1
Entry from the Open Molecules 2025 dataset: a molecular structure, C18H30CeNOSSi (the ωB97M-V functional and the def2-TZVPD basis).

Its spin multiplicity is 2. Its energy above the lowest of the compared OMol25 structures with the same formula, charge and spin is 58.2 kJ/mol. As for the net charge: 0. For the LUMO energy (spin up / spin down), the calculation gives -0.1 / -0.1 eV.

Last column: Mulliken spin population.
Cartesian coordinates (Å):
H1 1.944 2.351 1.836  0.000
C1 -3.086 2.617 4.256  0.000
H2 -0.391 -3.269 -6.294  0.000
H3 0.251 3.548 4.192  0.000
C2 -3.778 -0.899 -3.168  0.000
H4 -1.689 0.650 5.582  0.000
H5 -2.044 -0.175 -6.375  0.000
C3 -1.550 -0.950 -2.334  -0.001
H6 4.842 0.432 0.292  0.000
C4 -2.456 -1.293 -3.360  0.001
C5 -0.829 3.705 4.191  0.000
H7 4.340 1.279 1.760  0.000
H8 1.094 2.582 0.309  0.000
C6 -3.247 -3.715 -4.962  0.000
O1 2.262 0.041 0.664  -0.007
H9 -3.168 -4.261 -5.906  0.000
C7 -4.193 -0.208 -2.035  0.000
H10 -2.975 -4.399 -4.154  0.000
H11 -1.090 4.315 5.059  0.000
C8 -0.893 0.912 2.080  -0.001
C9 -0.392 -2.774 -5.317  0.000
Ce1 0.260 -0.058 0.138  1.024
C10 2.861 1.256 0.201  -0.003
H12 4.803 2.207 0.319  0.000
H13 3.285 2.165 -1.734  0.000
H14 -4.519 -1.138 -3.926  0.000
H15 -3.362 3.209 5.133  0.000
H16 -1.093 4.255 3.288  0.000
C11 -1.572 2.364 4.248  0.000
H17 2.630 3.381 0.553  0.000
H18 -3.391 3.161 3.361  0.000
C12 -3.235 0.091 -1.095  -0.001
C13 2.795 1.279 -1.329  0.001
H19 -1.445 2.201 6.405  0.000
S1 0.165 -1.371 -2.357  -0.007
H20 1.761 1.298 -1.700  0.000
C14 4.304 1.302 0.670  0.000
C15 2.088 2.458 0.762  0.001
H21 -3.635 1.675 4.286  0.000
H22 -3.706 -0.755 -6.231  0.000
H23 0.305 -1.937 -5.348  0.000
C16 -2.667 -1.072 -6.349  0.000
N1 -1.956 -0.264 -1.245  -0.001
H24 -3.471 0.632 -0.186  0.000
C17 -1.210 1.560 3.068  -0.006
Si1 -2.129 -2.221 -4.980  0.000
H25 -4.294 -3.435 -4.825  0.000
H26 -0.033 -3.476 -4.566  0.000
H27 -5.222 0.090 -1.892  0.000
H28 3.261 0.384 -1.738  0.000
C18 -1.176 1.611 5.526  0.000
H29 -0.101 1.424 5.547  0.000
H30 -2.579 -1.571 -7.318  0.000



No. 2
Entry from the Open Molecules 2025 dataset: a molecular structure, C24H24N3O3Sc in a non-equilibrium geometry (the ωB97M-V functional and the def2-TZVPD basis).

Its spin multiplicity is 1. As for the net charge: 0. For the LUMO energy, the calculation gives 0.2 eV.

Last column: natural (NBO) charge in e.
Cartesian coordinates (Å):
H1 12.136 9.605 13.597  0.225
H2 8.016 10.139 14.239  0.213
C1 8.923 9.651 14.542  -0.158
C2 11.754 14.626 8.764  -0.194
C3 9.447 13.830 8.691  0.336
C4 6.430 8.006 8.063  -0.223
O1 8.738 10.704 12.014  -0.846
C5 10.142 8.144 15.958  -0.206
H3 5.469 11.186 8.475  0.238
H4 12.296 16.171 7.350  0.214
H5 6.929 6.880 6.323  0.201
O2 8.495 13.077 9.191  -0.824
H6 5.202 8.901 10.198  0.191
H7 8.959 8.086 5.711  0.211
N1 10.845 11.524 12.039  -0.399
H8 5.377 12.573 9.547  0.223
N2 6.160 10.793 10.483  -0.504
C6 11.051 13.041 10.425  0.159
H9 5.682 12.194 11.906  0.208
C7 7.189 7.692 6.911  -0.201
H10 10.184 7.478 16.804  0.214
H11 12.714 14.653 9.249  0.208
H12 10.139 16.250 6.331  0.213
N3 10.347 12.054 10.837  -0.407
O3 7.995 14.808 7.044  -0.475
C8 8.785 9.395 7.429  -0.192
C9 8.064 9.750 8.611  -0.546
H13 4.689 10.823 11.951  0.184
C10 5.704 11.135 11.851  -0.406
H14 8.029 8.539 16.131  0.214
C11 6.209 9.337 10.188  -0.257
C12 8.405 8.343 6.627  -0.228
C13 10.060 9.909 13.753  -0.121
C14 7.751 15.619 5.940  -0.247
H15 9.692 9.921 7.150  0.199
H16 12.256 7.892 15.355  0.219
H17 6.932 15.156 5.416  0.195
H18 8.581 15.677 5.226  0.176
C15 10.254 15.565 7.159  -0.279
H19 4.233 11.139 9.739  0.186
C16 11.245 9.286 14.139  -0.162
C17 8.958 8.744 15.612  -0.224
H20 5.516 7.467 8.292  0.206
Sc1 8.363 11.341 10.108  1.907
H21 11.956 13.293 11.012  0.204
C18 11.529 15.509 7.704  -0.238
H22 6.318 10.659 12.602  0.232
H23 7.456 16.634 6.185  0.178
C19 11.281 8.358 15.204  -0.219
C20 10.737 13.802 9.259  -0.160
C21 9.195 14.747 7.603  0.261
H24 6.729 8.851 11.029  0.226
C22 5.283 11.462 9.529  -0.442
C23 6.945 8.980 8.916  -0.058
C24 9.913 10.788 12.555  0.575



No. 3
Entry from the Open Molecules 2025 dataset: a molecular structure, C39H62As3F9O2Sr in a non-equilibrium geometry (the ωB97M-V functional and the def2-TZVPD basis).

Its spin multiplicity is 1. Its energy above the lowest of the compared OMol25 structures with the same formula, charge and spin is 0.0 kJ/mol. As for the net charge: 0. For the LUMO energy, the calculation gives -0.6 eV.

Last column: Löwdin charge in e.
Cartesian coordinates (Å):
F1 0.523 -5.545 0.936  0.138
H1 4.793 -1.987 -3.890  0.044
C1 6.835 -0.132 -0.266  -0.189
C2 5.805 -0.003 -4.489  -0.085
C3 -1.375 -0.496 7.429  -0.112
H2 6.235 -0.952 -4.969  0.114
H3 8.339 -0.438 1.294  0.098
F2 -1.398 -4.868 -0.085  0.090
H4 4.726 -0.008 -4.755  0.094
C4 -4.114 -0.663 -2.790  -0.386
H5 8.335 1.896 0.577  0.036
F3 0.239 -2.399 2.918  0.106
C5 1.440 2.610 6.693  -0.061
H6 -1.388 -0.967 8.412  0.091
C6 8.148 2.037 -0.449  -0.056
H7 -4.119 -1.285 2.458  0.095
H8 6.171 -2.648 0.649  0.067
C7 -3.391 -0.326 4.258  -0.394
H9 -3.174 1.580 -5.297  0.088
H10 -9.261 1.191 -3.174  0.009
H11 -7.581 3.528 -2.850  0.021
H12 -3.369 2.825 -2.890  0.069
H13 2.024 3.469 6.357  0.064
C8 -3.133 -1.036 2.925  -0.081
C9 -0.204 0.151 6.958  -0.088
C10 6.102 0.058 -3.049  -0.192
C11 -2.448 -0.606 6.583  -0.062
C12 -2.492 -2.985 -4.009  -0.309
H14 -3.425 -0.982 6.926  0.113
H15 -4.578 -0.700 -1.796  0.027
C13 -3.353 -3.162 -1.251  -0.333
C14 1.337 2.293 4.135  -0.081
H16 -3.300 -2.701 -0.245  0.019
C15 7.164 1.049 -1.005  -0.177
F4 0.600 -3.791 -1.818  0.167
H17 -2.781 2.598 0.581  0.027
C16 1.191 1.640 5.516  -0.358
H18 0.519 2.971 3.875  0.082
C17 -3.478 1.838 -2.432  -0.356
C18 5.956 -1.096 -0.872  -0.164
H19 -2.787 -0.356 2.176  0.007
C19 -0.037 0.776 5.768  -0.134
F5 2.018 -3.603 2.286  0.182
H20 -0.441 2.585 -3.577  -0.003
As1 -1.642 1.625 -1.617  1.079
C20 -2.060 3.011 -0.175  -0.330
Sr1 -0.280 -0.091 1.240  1.511
H21 7.800 3.078 -0.708  0.092
C21 7.111 2.371 -3.284  -0.070
H22 9.080 1.772 -0.969  0.101
C22 0.219 -3.116 0.527  -0.332
C23 -8.412 0.810 -3.711  -0.323
C24 -4.096 1.019 4.060  -0.053
H23 -2.513 -1.930 2.877  0.078
H24 2.229 2.912 4.136  0.067
H25 -2.136 -2.463 -4.860  -0.015
C25 -3.934 0.764 -3.413  -0.709
C26 7.253 -0.239 1.179  -0.063
H26 4.697 -1.707 0.783  0.094
C27 -0.784 3.063 -2.679  -0.341
C28 -5.346 1.159 -3.961  -0.373
C29 5.409 -2.182 0.047  -0.054
F6 1.480 -1.901 -1.174  0.074
F7 1.784 -1.605 1.434  -0.009
C30 6.806 1.170 -2.425  -0.144
H27 5.338 -3.092 -2.536  0.115
H28 -1.982 0.445 -4.615  0.061
H29 2.113 2.204 7.446  0.070
O1 -0.721 -2.184 0.342  -0.378
H30 7.154 3.298 -2.665  0.076
As2 -2.455 -1.822 -2.349  1.109
H31 4.848 -2.996 -0.484  0.065
H32 6.569 -0.914 1.744  0.067
C31 1.180 -3.212 -0.769  -0.440
H33 8.063 2.260 -3.809  0.092
H34 0.630 0.183 7.660  0.110
As3 -6.798 1.044 -2.563  1.125
H35 -4.241 1.507 5.022  0.080
H36 -7.895 2.822 -1.261  0.038
O2 -0.788 0.526 3.521  -0.333
C32 4.818 -2.115 -2.823  -0.055
H37 6.323 2.637 -3.971  0.064
H38 -5.054 0.896 3.514  0.083
H39 -8.232 1.334 -4.621  0.003
H40 -1.885 -3.856 -3.811  0.004
H41 -3.502 -0.091 -5.390  0.098
C33 1.074 -2.756 1.861  -0.438
C34 5.601 -0.992 -2.243  -0.197
H42 1.405 1.496 3.366  0.050
C35 -7.109 2.908 -2.085  -0.369
H43 -3.529 -3.293 -4.181  0.020
H44 -6.275 3.399 -1.637  -0.012
C36 -1.049 0.331 4.775  -0.306
H45 -4.752 -1.314 -3.413  0.068
H46 1.889 0.816 5.531  0.129
H47 -2.539 3.855 -0.677  0.018
H48 -5.652 0.542 -4.879  0.095
H49 0.466 2.899 7.113  0.090
H50 -1.417 3.990 -2.830  0.055
H51 6.162 0.865 -5.072  0.068
F8 -0.994 -4.549 2.095  0.173
H52 -4.330 -3.495 -1.679  0.052
H53 -5.271 2.172 -4.429  0.081
C37 -3.043 0.662 -4.672  -0.097
H54 -8.524 -0.239 -3.962  0.011
H55 -2.749 -4.020 -1.301  -0.026
H56 -1.137 3.324 0.334  0.015
C38 -0.437 -4.576 0.886  -0.449
H57 -4.124 -1.012 4.674  0.123
H58 3.791 -2.230 -2.473  0.068
H59 0.096 3.327 -2.050  0.024
H60 -4.182 1.855 -1.576  0.061
F9 2.340 -3.896 -0.451  0.118
H61 6.942 0.750 1.641  0.099
H62 -3.391 1.660 3.471  0.082
C39 -2.282 -0.230 5.228  -0.166



no.,electronic energy (eV)
1,-54333.0462
2,-56592.3213
3,-253351.8113